# 1
The following is a DFT calculation (ωB97M-V with the def2-TZVPD basis set) of a 2-piece molecular cluster, C3H10N2O overall at a distorted geometry.

Structure (ORCA input):
```
! wB97M-V def2-TZVPD RIJCOSX def2/J DEFGRID3
* xyz -1 2
C 0.89375 -0.02616 1.89515
O 0.84976 1.04030 0.97413
C 0.70378 -1.42582 1.26624
H 0.09600 0.06120 2.63731
H 1.86339 0.01905 2.37819
H 0.81166 -1.40896 0.18509
H -0.30611 -1.80015 1.41700
H 1.40297 -2.10052 1.77056
N -0.57224 -0.06672 -2.38046
C -0.90589 1.16904 -1.84781
N -1.88509 1.48019 -1.08953
H -0.28337 -0.82913 -1.75900
H -0.10205 -0.08442 -3.27009
H -0.11789 1.91789 -1.95614
H 0.01211 1.42114 0.79562
H -2.46076 0.63305 -1.01626
*
```

The energy comes out at -304.9663 Eh. Its HOMO energy (spin up / spin down) is 1.21 / -5.65 eV. As for the LUMO energy (spin up / spin down): 4.20 / 4.12 eV.

Atomic partial charges in e from the natural (NBO) method, atoms 1 to 5: -0.0886 -0.7602 -0.9417 0.1469 0.1532

---

# 2
The following is a DFT calculation (ωB97M-V with the def2-TZVPD basis set) of C25H28BN7O2Ti as an isolated structure at a distorted geometry.

Structure (ORCA input):
```
! wB97M-V def2-TZVPD RIJCOSX def2/J DEFGRID3
* xyz 2 1
H 0.17682 -1.79863 -2.22765
N 1.27109 0.05970 -2.06364
B 2.42419 2.26182 -2.46388
N 1.65853 1.01002 -2.97848
C 1.14345 0.69176 -4.15299
Ti 2.05590 0.43464 0.12542
H 1.31546 1.37223 -4.96361
C 0.39762 -0.48345 -4.02285
H -0.17057 -0.96170 -4.78748
C 0.49636 -0.89661 -2.71995
H 2.70946 2.95404 -3.37158
C 2.06130 1.00655 2.01685
H 2.00170 0.28140 2.82913
H 1.10992 1.49970 1.88080
H 2.71542 1.81399 2.37710
N 3.68257 1.85882 -1.64568
N 1.46223 2.91149 -1.49047
N 3.62343 0.89837 -0.59868
N 0.95810 2.18229 -0.44378
C 4.95160 1.99688 -2.00576
C 0.87890 4.10291 -1.52906
H 5.15083 2.68359 -2.79368
H 1.13001 4.78118 -2.32246
C 5.76656 1.24002 -1.20534
C 0.02863 4.18628 -0.44731
C 4.96261 0.63177 -0.23329
C 0.06434 2.97361 0.19789
H 6.82830 1.14584 -1.30590
H -0.55254 5.02233 -0.14312
H 5.15040 -0.03798 0.59419
H -0.43382 2.64826 1.09700
H 2.22954 -0.29543 -1.79286
C -4.48299 0.37754 -0.75684
C -3.64872 0.49647 0.49464
C -3.44021 1.75973 1.04746
C -2.68591 1.91918 2.21533
C -2.09789 0.80661 2.79806
C -2.26512 -0.45590 2.21287
N -1.59629 -1.50587 2.82052
C -1.17494 -2.72732 2.28877
C -1.39145 -3.89319 3.01879
C -1.09143 -5.12888 2.46328
C -0.52464 -5.22592 1.19163
C -0.21243 -4.07779 0.46876
C -0.54502 -2.83988 1.01241
C 0.26905 -1.65291 0.56537
O 1.36394 -1.84384 -0.08479
O 0.04527 -0.46416 0.94554
C -3.11362 -0.64514 1.10810
C -3.46496 -2.01059 0.62097
H -3.95363 -0.15266 -1.56137
H -5.42713 -0.15849 -0.57890
H -4.74522 1.37234 -1.13698
H -3.88237 2.63069 0.55265
H -2.54933 2.90016 2.66867
H -1.47601 0.88365 3.69117
H -1.33927 -1.35675 3.79014
H -1.81996 -3.76927 4.00882
H -1.31945 -6.01858 3.03463
H -0.28144 -6.18825 0.75726
H 0.29015 -4.07491 -0.50746
H -2.68105 -2.42013 -0.02748
H -3.62427 -2.71499 1.44436
H -4.38200 -1.99663 0.02473
*
```

The energy comes out at -2377.0171 Eh. Its HOMO energy is -11.97 eV. As for the LUMO energy: -8.11 eV.

Atomic partial charges in e from the natural (NBO) method, atoms 1 to 5: 0.2846 -0.3987 0.5031 -0.2713 0.1550

---

Copy entry 2 word for word.
The following is a DFT calculation (ωB97M-V with the def2-TZVPD basis set) of C25H28BN7O2Ti as an isolated structure at a distorted geometry.

Structure (ORCA input):
```
! wB97M-V def2-TZVPD RIJCOSX def2/J DEFGRID3
* xyz 2 1
H 0.17682 -1.79863 -2.22765
N 1.27109 0.05970 -2.06364
B 2.42419 2.26182 -2.46388
N 1.65853 1.01002 -2.97848
C 1.14345 0.69176 -4.15299
Ti 2.05590 0.43464 0.12542
H 1.31546 1.37223 -4.96361
C 0.39762 -0.48345 -4.02285
H -0.17057 -0.96170 -4.78748
C 0.49636 -0.89661 -2.71995
H 2.70946 2.95404 -3.37158
C 2.06130 1.00655 2.01685
H 2.00170 0.28140 2.82913
H 1.10992 1.49970 1.88080
H 2.71542 1.81399 2.37710
N 3.68257 1.85882 -1.64568
N 1.46223 2.91149 -1.49047
N 3.62343 0.89837 -0.59868
N 0.95810 2.18229 -0.44378
C 4.95160 1.99688 -2.00576
C 0.87890 4.10291 -1.52906
H 5.15083 2.68359 -2.79368
H 1.13001 4.78118 -2.32246
C 5.76656 1.24002 -1.20534
C 0.02863 4.18628 -0.44731
C 4.96261 0.63177 -0.23329
C 0.06434 2.97361 0.19789
H 6.82830 1.14584 -1.30590
H -0.55254 5.02233 -0.14312
H 5.15040 -0.03798 0.59419
H -0.43382 2.64826 1.09700
H 2.22954 -0.29543 -1.79286
C -4.48299 0.37754 -0.75684
C -3.64872 0.49647 0.49464
C -3.44021 1.75973 1.04746
C -2.68591 1.91918 2.21533
C -2.09789 0.80661 2.79806
C -2.26512 -0.45590 2.21287
N -1.59629 -1.50587 2.82052
C -1.17494 -2.72732 2.28877
C -1.39145 -3.89319 3.01879
C -1.09143 -5.12888 2.46328
C -0.52464 -5.22592 1.19163
C -0.21243 -4.07779 0.46876
C -0.54502 -2.83988 1.01241
C 0.26905 -1.65291 0.56537
O 1.36394 -1.84384 -0.08479
O 0.04527 -0.46416 0.94554
C -3.11362 -0.64514 1.10810
C -3.46496 -2.01059 0.62097
H -3.95363 -0.15266 -1.56137
H -5.42713 -0.15849 -0.57890
H -4.74522 1.37234 -1.13698
H -3.88237 2.63069 0.55265
H -2.54933 2.90016 2.66867
H -1.47601 0.88365 3.69117
H -1.33927 -1.35675 3.79014
H -1.81996 -3.76927 4.00882
H -1.31945 -6.01858 3.03463
H -0.28144 -6.18825 0.75726
H 0.29015 -4.07491 -0.50746
H -2.68105 -2.42013 -0.02748
H -3.62427 -2.71499 1.44436
H -4.38200 -1.99663 0.02473
*
```

The energy comes out at -2377.0171 Eh. Its HOMO energy is -11.97 eV. As for the LUMO energy: -8.11 eV.

Atomic partial charges in e from the natural (NBO) method, atoms 1 to 5: 0.2846 -0.3987 0.5031 -0.2713 0.1550